{"formula": "C5H16N3O", "method": "the ωB97M-V functional and the def2-TZVPD basis", "elements": ["C", "C", "C", "N", "N", "N", "H", "H", "H", "H", "H", "H", "H", "H", "H", "H", "C", "C", "O", "H", "H", "H", "H", "H", "H"], "positions_angstrom": [[0.1745, -0.0034, 1.4437], [0.9204, -1.1871, 2.0396], [-2.1209, 0.2194, 0.5184], [-0.9721, -0.4190, 0.6395], [-2.2208, 1.5351, 0.7150], [-3.2426, -0.4172, 0.1869], [-0.0890, 0.8561, 2.0542], [0.8772, 0.5352, 0.7901], [1.7886, -1.4265, 1.4413], [0.2679, -2.0058, 2.3088], [-0.9132, -1.2359, 0.0493], [-1.4623, 2.1215, 1.0175], [-2.9556, 2.0533, 0.2611], [-3.3226, -1.4183, 0.1635], [-4.1186, 0.0784, 0.2087], [1.3767, -0.8524, 2.9758], [1.5437, 0.3475, -2.4162], [2.5818, -0.0465, -1.3838], [0.2144, -0.1108, -2.1233], [1.4962, 1.3949, -2.7252], [1.8268, -0.1665, -3.3340], [2.2416, -0.9227, -0.8330], [-0.1522, 0.4309, -1.4236], [2.7218, 0.7983, -0.7014], [3.5384, -0.1587, -1.8730]], "molar_mass_da": 134.20, "energy_ha": -439.37840, "charge": 1}